Entry 1:
The following is a quantum chemistry calculation of a single C21H40N4O3S molecule, from the OMol25 dataset.

The geometry in XYZ format:
```
69
Properties=species:S:1:pos:R:3:forces:R:3
C 5.468510 -2.063698 -2.874016 -0.03 -0.15 -0.17
H 4.719886 -1.861583 -2.114422 -0.01 0.07 0.13
H 5.728137 -1.123100 -3.354581 0.04 0.14 0.00
H 6.361152 -2.465022 -2.399583 0.12 0.00 0.08
C 4.917037 -3.046298 -3.904184 0.02 0.01 -0.07
C 4.758587 -4.457398 -3.333900 -0.07 0.27 0.10
C 3.633130 -4.514484 -2.302843 -0.10 -0.30 -0.18
C 3.403754 -5.943171 -1.819502 0.04 0.31 -0.02
H 4.312574 -6.345531 -1.377818 0.07 -0.10 0.05
H 2.614539 -5.973359 -1.071561 -0.09 -0.08 0.10
H 3.113542 -6.584738 -2.649362 -0.03 -0.11 -0.09
C 2.356664 -3.941072 -2.917955 0.19 0.05 0.33
N 2.573634 -2.578283 -3.367419 -0.07 0.02 -0.18
C 3.563785 -2.559109 -4.427988 0.24 -0.01 -0.06
H 3.666177 -1.532026 -4.787462 -0.03 -0.02 -0.04
H 3.252410 -3.190310 -5.282069 -0.02 0.04 0.00
C 1.338885 -1.914126 -3.744475 -0.07 0.13 0.32
C 0.551527 -1.446264 -2.520165 -0.13 0.05 -0.40
C -0.641567 -0.582982 -2.931070 0.12 -0.26 -0.05
N -1.398242 -0.141256 -1.783926 0.45 0.23 -0.08
C -2.624461 -0.617124 -1.489915 -0.38 0.23 0.53
O -3.230810 -1.391688 -2.201481 -0.21 -0.33 -0.24
C -3.204396 -0.077033 -0.180558 0.16 -0.06 -0.16
C -3.343144 1.449567 -0.249059 -0.21 -0.05 0.20
C -3.769078 2.011382 1.104954 -0.12 0.45 -0.53
N -2.836487 1.619540 2.146290 0.79 0.60 0.15
S -1.358084 2.394418 2.037577 -0.39 -0.43 0.71
O -1.637717 3.779043 1.803292 -0.19 0.14 -0.02
O -0.449799 1.754969 1.124625 0.24 -0.09 0.07
N -0.817980 2.078758 3.578025 -0.33 -0.01 -1.00
C 0.622289 2.069219 3.751578 0.63 0.03 -0.36
H 1.036379 1.551131 2.886526 0.16 -0.06 0.21
C 1.191078 3.481946 3.869093 -0.03 -0.17 0.27
C 0.503010 4.217651 5.016777 -0.07 0.14 -0.24
C -1.004478 4.241409 4.774031 0.11 -0.14 0.17
C -1.529504 2.815871 4.604628 -0.47 0.48 0.27
H -2.578926 2.819980 4.308628 -0.04 0.00 0.28
H -1.423370 2.257010 5.540917 -0.05 -0.01 -0.06
H -1.520998 4.720961 5.606964 -0.05 0.02 -0.01
H -1.218227 4.797609 3.860871 -0.04 0.08 0.10
H 0.885457 5.236745 5.093594 0.03 -0.02 0.09
H 0.716676 3.703899 5.958253 0.05 0.02 0.08
H 1.003226 4.009922 2.932017 0.11 0.05 -0.05
H 2.268667 3.431302 4.032947 0.03 0.00 -0.07
H 0.841488 1.492079 4.656470 -0.05 -0.01 -0.06
C -2.746429 0.180748 2.295027 0.31 -0.65 0.05
C -2.330343 -0.519855 1.001241 -0.16 0.02 0.10
H -1.286948 -0.273095 0.809819 -0.09 -0.19 0.02
H -2.411405 -1.600879 1.129355 0.03 -0.02 0.00
H -3.728346 -0.171589 2.626725 0.06 0.06 0.04
H -2.015538 -0.008371 3.082426 -0.17 -0.20 0.03
H -4.759773 1.645138 1.390402 0.06 0.04 0.05
H -3.778842 3.101448 1.084194 -0.24 -0.08 -0.07
H -2.388702 1.909256 -0.509881 -0.08 0.03 -0.14
H -4.075368 1.716161 -1.013002 0.04 0.04 -0.05
H -4.202794 -0.514041 -0.068457 0.11 -0.01 -0.11
H -0.922698 0.456288 -1.123633 -0.13 -0.02 0.03
H -1.327971 -1.159912 -3.555580 0.08 0.14 0.00
H -0.296570 0.291021 -3.493456 -0.04 -0.08 -0.04
H 0.181283 -2.300813 -1.952990 -0.02 0.00 0.08
H 1.218858 -0.872766 -1.874048 0.05 -0.02 0.05
H 1.600873 -1.032916 -4.336712 -0.02 -0.04 -0.05
H 0.699221 -2.559619 -4.371953 0.04 0.04 -0.05
H 1.564466 -3.941606 -2.167684 -0.04 -0.07 -0.03
H 2.031887 -4.588347 -3.755540 -0.03 -0.01 0.00
H 3.904682 -3.892458 -1.445955 -0.04 0.03 0.01
H 5.697459 -4.785592 -2.883035 0.05 -0.07 -0.01
H 4.523100 -5.145417 -4.150745 -0.01 -0.10 -0.03
H 5.613691 -3.091741 -4.749656 -0.08 0.01 0.02
```
Positions in Å, forces in eV/Å.

Summary:
* relative energy (zero: lowest compared OMol25 entry of this formula, charge and spin): 15.8 kJ/mol
* E_tot: -1667.15130 Eh
* gap between HOMO and LUMO: 0.339 hartree



Entry 2:
The following is a quantum chemistry calculation of 3 unconnected molecules or ions with the total composition C32H65BNO15P2S, from the OMol25 dataset.

The geometry in XYZ format:
```
117
Properties=species:S:1:pos:R:3:forces:R:3
C -0.604675 -3.746559 2.484178 -0.38 -1.17 0.24
C -0.925691 -3.470061 4.007136 0.79 0.09 -0.31
B -0.938425 -1.902914 4.400178 1.37 -1.47 0.81
O -0.049591 -1.557475 5.452026 -2.47 0.67 -1.13
C -1.909014 -0.797444 3.717765 -1.46 -1.14 0.26
C -3.322320 -1.193095 3.584098 0.57 3.11 -0.96
O -3.805712 -2.422460 4.008555 0.73 1.24 0.35
C -4.290603 -0.236041 3.007556 1.85 -0.31 0.27
C -5.773539 -0.663175 2.861992 0.04 0.51 -0.06
C -6.215525 -0.969954 1.381621 -0.49 -0.97 -0.07
C -5.454496 -2.227304 0.758458 -0.03 1.25 -0.31
C -4.342469 -1.724821 -0.241937 -0.30 0.11 0.72
O -4.734960 -2.079125 -1.596296 2.10 0.32 0.34
C -3.537787 -2.267585 -2.322515 0.50 -0.46 -0.64
C -2.489406 -1.114047 -2.529079 -0.70 0.16 0.60
O -3.325592 -3.344857 -2.799016 -0.27 0.53 0.10
C -3.750044 1.069621 2.597167 0.03 -2.32 0.76
S -4.852738 2.297352 1.846281 0.80 -0.34 0.27
C -2.327397 1.347836 2.768081 -1.80 0.34 -0.69
O -1.903311 2.586231 2.312988 -0.29 -1.33 1.32
C -2.090593 3.589025 3.367017 0.90 0.95 1.11
C -2.386030 5.037637 2.761973 -1.04 -0.96 0.23
C -3.896445 5.406058 3.075761 0.42 0.51 0.18
O -2.064122 5.050533 1.372606 -0.67 -0.05 0.53
N -1.433993 0.445869 3.328252 -2.56 0.19 -0.61
C -0.037856 0.916422 3.423620 1.95 1.34 -0.08
C 0.748993 0.964366 2.045979 -0.47 0.24 -0.79
C 0.029792 0.275533 0.842380 0.81 0.12 -1.03
O -0.098677 -1.145740 0.963450 0.11 0.72 -0.20
C 0.395323 -1.841010 -0.193845 -0.41 -1.26 -0.12
H -1.464738 -3.427716 1.841886 0.95 0.01 0.34
H -0.528286 -4.867225 2.364334 -0.09 1.12 0.04
H 0.380289 -3.334966 2.142943 -1.13 -0.09 0.36
H -1.878505 -3.990664 4.284682 0.72 0.57 -0.31
H -0.116534 -3.985600 4.603597 -0.81 0.73 -0.39
H -0.463534 -0.758818 5.842162 0.97 -0.25 0.08
H -3.912452 -2.357404 4.978012 0.00 -0.36 -0.49
H -6.403068 0.165945 3.283908 0.47 -0.67 -0.33
H -6.008809 -1.573353 3.474777 0.56 0.90 -0.53
H -7.304763 -1.256522 1.429255 1.00 0.53 0.08
H -6.133771 -0.086962 0.689379 -0.01 -0.85 0.77
H -4.996365 -2.846543 1.571809 -0.46 0.45 -0.73
H -6.198536 -2.841785 0.184625 0.88 0.48 0.54
H -3.356985 -2.177400 0.062086 -0.79 0.26 -0.59
H -4.217908 -0.605317 -0.224722 -0.17 -0.94 0.32
H -2.422983 -0.445148 -1.633350 -0.07 -0.52 -0.74
H -1.485661 -1.563664 -2.726400 -1.07 0.27 0.05
H -2.812883 -0.482134 -3.393410 0.26 -0.59 0.65
H -6.092149 1.771968 2.092358 0.94 -0.10 0.08
H -1.146953 3.689630 3.979717 -0.73 -0.41 -0.73
H -2.877740 3.224878 4.078972 0.47 0.48 -0.79
H -1.709222 5.777600 3.254863 -0.47 -0.71 -0.52
H -4.365369 5.750777 2.114136 0.23 -0.15 1.11
H -3.911331 6.218713 3.855970 -0.13 -0.58 -1.03
H -4.484371 4.561674 3.521331 0.61 0.70 -0.67
H -2.768105 4.597400 0.877769 0.27 0.17 0.30
H 0.602623 0.395799 4.168629 -1.16 -0.15 -0.49
H -0.088958 1.983710 3.777928 -0.08 -1.25 -0.24
H 1.794293 0.556622 2.112469 -1.15 0.14 0.29
H 0.877799 2.047039 1.752982 -0.23 -1.07 0.29
H 0.680214 0.465768 -0.063376 -0.65 0.15 0.94
H -0.979216 0.694690 0.584823 0.75 -0.06 0.48
H 0.153898 -1.323329 -1.159473 0.42 -0.19 0.95
H -0.149695 -2.827266 -0.236302 0.66 0.94 0.09
H 1.485808 -2.063963 -0.076823 -0.80 0.35 -0.34
O 3.304273 4.780787 -0.531258 1.87 -2.87 -2.61
P 2.879231 5.235774 -1.914217 -4.79 6.71 2.43
O 3.458462 6.776832 -1.824295 0.45 -0.69 -0.26
C 4.860947 6.986216 -1.978340 0.33 0.21 -0.12
C 5.314603 6.752760 -3.408287 -0.04 -0.12 -0.05
O 1.284855 5.468495 -1.513029 0.15 -0.81 -0.52
C 0.699814 4.738804 -0.437449 0.00 0.13 0.38
C 0.722060 5.557898 0.839536 0.05 0.35 0.10
O 2.465903 5.453630 -3.529098 2.40 -2.66 0.73
C 1.381520 6.276842 -3.977601 -0.93 0.34 -0.48
C 1.466208 7.746631 -3.616822 0.19 0.03 0.46
H 5.411638 6.343918 -1.285140 -0.03 0.03 0.04
H 5.058404 8.022714 -1.699035 -0.16 -0.06 0.08
H 5.189412 5.703698 -3.691864 0.07 0.02 -0.03
H 6.366622 7.016569 -3.527766 -0.02 -0.02 0.05
H 4.722323 7.345468 -4.107017 0.05 0.01 0.06
H 1.199744 3.776480 -0.305020 0.10 0.12 0.03
H -0.334812 4.515510 -0.710141 0.03 0.15 -0.15
H 1.683348 6.043974 1.008725 0.15 -0.29 -0.13
H 0.488383 4.932296 1.703595 -0.03 0.04 -0.01
H -0.017895 6.357921 0.780201 -0.01 -0.12 0.05
H 0.430462 5.851338 -3.656664 0.14 -0.01 0.17
H 1.393050 6.198447 -5.067689 0.34 -0.24 0.07
H 1.318967 7.908022 -2.548661 0.05 -0.02 -0.06
H 0.688499 8.307175 -4.140042 -0.02 -0.20 -0.14
H 2.435036 8.167112 -3.889534 -0.08 -0.02 -0.04
O 1.867367 -4.830904 -1.811783 0.56 -0.17 4.35
P 2.998696 -5.835002 -1.688319 1.04 -1.77 -8.61
O 4.106223 -5.024151 -2.605987 -0.06 0.25 0.87
C 4.778043 -3.908126 -2.030860 0.30 0.15 0.00
C 5.770417 -4.332876 -0.962738 -0.05 -0.05 0.12
O 2.386602 -6.891382 -2.807579 -0.03 -0.22 1.03
C 0.980864 -6.943252 -3.062847 -0.26 0.24 -0.28
C 0.622876 -6.091157 -4.267149 0.03 -0.08 -0.29
O 4.145989 -6.991166 -1.274146 -1.45 1.96 2.83
C 4.661699 -7.973946 -2.183120 0.26 -1.00 -0.49
C 5.381460 -7.439993 -3.405439 -0.25 0.42 -0.15
H 4.046910 -3.201882 -1.624779 -0.02 0.01 -0.04
H 5.309539 -3.406613 -2.841829 -0.14 -0.09 -0.06
H 5.256195 -4.779088 -0.106503 0.06 0.04 0.03
H 6.346809 -3.476541 -0.608029 -0.04 0.00 -0.02
H 6.460030 -5.084836 -1.348445 -0.03 0.07 -0.01
H 0.415273 -6.643964 -2.178986 0.10 0.10 -0.08
H 0.718074 -7.985037 -3.260339 0.23 -0.03 0.01
H 1.107358 -5.114830 -4.246580 -0.07 0.00 0.27
H -0.457421 -5.945232 -4.330469 0.04 -0.03 -0.02
H 0.961319 -6.581041 -5.183795 -0.08 -0.01 0.04
H 3.873157 -8.669924 -2.468869 -0.08 0.21 0.00
H 5.379335 -8.556228 -1.599590 -0.11 0.28 0.31
H 4.691283 -6.966361 -4.103946 0.04 0.00 0.07
H 5.872923 -8.256712 -3.938309 -0.04 -0.12 0.21
H 6.138791 -6.704319 -3.130628 0.00 -0.09 -0.01
```
Positions in Å, forces in eV/Å.

Summary:
* E_tot: -3547.06021 Eh
* gap between HOMO and LUMO: 0.267 hartree
* net charge: +1



Entry 3:
The following is a quantum chemistry calculation of 2 unconnected molecules or ions with the total composition C7H13N, from the OMol25 dataset.

The geometry in XYZ format:
```
21
Properties=species:S:1:pos:R:3:forces:R:3
C 0.776307 0.023345 2.244880 2.46 -0.97 1.11
C -0.233661 -0.919443 1.583061 -0.57 -0.06 -0.97
C -0.530238 -0.754452 0.022681 -2.13 2.45 2.51
C 0.770673 -0.892730 -0.753845 2.46 -3.67 -2.58
C 0.974153 0.384411 -1.715552 -1.93 -4.26 -4.21
C -1.814317 1.331961 -1.638402 11.06 5.47 5.58
C -0.876174 0.766760 -0.480455 0.86 -1.92 -0.61
H 0.468144 1.121248 2.014980 1.05 -1.93 0.71
H 1.988569 -0.278577 2.009150 -3.49 1.34 0.36
H 0.658600 -0.244270 3.394369 0.42 1.12 -2.20
H -1.055310 -0.792642 2.265629 -1.35 0.30 -0.46
H -0.082541 -1.995822 1.713537 0.91 0.12 0.07
H -1.445753 -1.465503 -0.270154 2.34 1.36 0.45
H 2.101109 -1.375545 -0.292934 -4.47 1.52 -0.89
H 0.243091 -1.818326 -1.340474 2.86 1.97 0.06
H 1.400879 1.193713 -1.350366 2.32 3.51 2.57
H 1.574605 0.219091 -2.728770 -1.46 -0.33 1.98
H -2.649404 0.887292 -1.749815 -5.66 -3.00 -1.75
H -1.618096 2.457709 -1.192113 -1.70 -2.08 -2.30
H -0.183084 1.467486 0.190772 -1.83 -0.77 -1.72
N -0.467552 0.684294 -1.926180 -2.16 -0.18 2.30
```
Positions in Å, forces in eV/Å.

Summary:
* relative energy (zero: lowest compared OMol25 entry of this formula, charge and spin): 891.8 kJ/mol
* E_tot: -328.93178 Eh
* gap between HOMO and LUMO: 0.338 hartree



Entry 4:
The following is a quantum chemistry calculation of 2 unconnected molecules or ions with the total composition C2H6NS, from the OMol25 dataset.

The geometry in XYZ format:
```
10
Properties=species:S:1:pos:R:3:forces:R:3
S 1.282694 -3.116611 0.012360 -0.57 -0.13 0.62
H 2.209834 -3.147921 -0.915168 0.63 -0.03 -0.62
C 0.447237 0.162969 -0.221163 -1.22 2.16 1.11
C -1.514321 1.594625 0.500820 4.30 -2.67 -1.23
N -0.271886 1.488834 0.045603 -2.58 0.77 1.18
H 1.531004 0.377384 -0.223904 -0.63 -0.20 0.17
H 0.182997 -0.553904 0.577567 0.20 -0.08 -1.03
H 0.146810 -0.032693 -1.242258 -0.01 -0.93 0.00
H -1.919654 2.556086 0.737287 -0.19 0.53 -0.14
H -2.094715 0.671230 0.728857 0.09 0.59 -0.05
```
Positions in Å, forces in eV/Å.

Summary:
* relative energy (zero: lowest compared OMol25 entry of this formula, charge and spin): 130.5 kJ/mol
* E_tot: -532.72146 Eh
* gap between HOMO and LUMO: 0.229 hartree
* net charge: -1



Entry 5:
The following is a quantum chemistry calculation of 2 unconnected molecules or ions with the total composition C3H4Cl2N3O, from the OMol25 dataset.

The geometry in XYZ format:
```
13
Properties=species:S:1:pos:R:3:forces:R:3
C -0.898472 0.928382 0.962692 -0.93 3.35 3.78
C 1.342513 0.481039 0.197672 -5.52 -0.25 0.05
C -0.696129 -0.187786 -0.898356 0.44 -3.81 0.84
N -1.485721 0.445376 -0.021448 -0.64 -0.59 -0.63
N 0.485646 1.038152 1.143786 1.68 -0.96 -1.70
N 0.707368 -0.085806 -0.819170 -0.04 0.69 0.14
O -0.407762 -2.105265 -0.168326 0.79 3.88 -0.20
Cl 2.914489 0.454235 0.305310 3.06 0.09 0.52
Cl -1.311285 -0.482038 -2.428267 -0.10 0.15 -0.67
H -1.565244 1.488011 1.761210 1.74 -1.29 -1.42
H 0.949678 1.551550 1.877469 -0.50 0.17 0.39
H 1.017374 -0.915976 -1.296120 1.35 -0.32 -0.32
H -1.052457 -2.609875 -0.616452 -1.35 -1.12 -0.77
```
Positions in Å, forces in eV/Å.

Summary:
* relative energy (zero: lowest compared OMol25 entry of this formula, charge and spin): 75.8 kJ/mol
* E_tot: -1276.24389 Eh
* gap between HOMO and LUMO (spin up / spin down): 0.307 / 0.307 hartree
* net charge: +1



Entry 6:
The following is a quantum chemistry calculation of a single C3H6O3 molecule, from the OMol25 dataset.

The geometry in XYZ format:
```
12
Properties=species:S:1:pos:R:3:forces:R:3
C 1.358235 -0.409521 -0.259811 -0.06 0.07 -2.92
C -0.007419 -0.382479 0.573409 0.01 -1.01 2.78
C -1.196501 0.553038 -0.028683 -2.75 -0.60 -0.12
H 1.784614 1.519918 0.378040 0.73 -2.08 -3.07
H 0.801925 -0.833078 -1.348243 2.30 1.40 2.70
H 2.353658 -1.090995 -0.062785 -3.30 1.10 0.27
H -0.300210 -1.562216 0.800801 0.19 3.24 -1.33
H 0.008331 -0.013964 1.713139 0.58 -0.33 -2.45
H -3.025787 0.039685 -0.761218 -1.69 1.30 -0.60
O 2.002573 0.937591 -0.490064 -2.30 0.07 3.26
O -2.318634 -0.515997 -0.526694 4.72 1.82 1.73
O -1.460785 1.758015 0.012107 1.58 -4.98 -0.26
```
Positions in Å, forces in eV/Å.

Summary:
* relative energy (zero: lowest compared OMol25 entry of this formula, charge and spin): 373.5 kJ/mol
* E_tot: -343.51231 Eh
* gap between HOMO and LUMO: 0.400 hartree



The highest E_tot belongs to which entry? C7H13N